(1)
{"formula": "C33H38BaI2N6Te", "method": "wB97M-V/def2-TZVPD", "species": ["Ba", "C", "N", "C", "C", "C", "C", "C", "C", "C", "N", "C", "C", "C", "C", "C", "C", "N", "C", "C", "H", "H", "H", "H", "H", "H", "H", "H", "H", "H", "H", "H", "H", "H", "H", "H", "H", "H", "H", "H", "C", "C", "C", "C", "C", "C", "Te", "C", "C", "C", "H", "H", "H", "H", "H", "H", "H", "H", "H", "H", "H", "I", "C", "C", "C", "C", "N", "C", "H", "H", "H", "H", "I", "C", "C", "N", "N", "C", "H", "H", "H"], "xyz": [[0.72, 0.12, -0.13], [0.07, 3.89, -0.79], [0.63, 2.69, -1.41], [0.08, 2.49, -2.74], [2.06, 2.63, -1.31], [2.89, 2.70, -2.42], [4.26, 2.59, -2.31], [4.81, 2.39, -1.05], [4.01, 2.32, 0.07], [2.61, 2.44, 0.00], [1.72, 2.24, 1.02], [2.10, 2.23, 2.35], [3.05, 3.10, 2.91], [3.35, 3.06, 4.27], [2.70, 2.18, 5.11], [1.72, 1.34, 4.58], [1.42, 1.36, 3.23], [0.39, 0.52, 2.67], [0.16, -0.73, 3.38], [-0.86, 1.27, 2.52], [0.24, 4.78, -1.41], [0.53, 4.04, 0.19], [-1.00, 3.76, -0.63], [0.27, 3.33, -3.42], [-1.01, 2.37, -2.65], [0.49, 1.59, -3.19], [2.45, 2.86, -3.40], [4.89, 2.64, -3.19], [5.88, 2.27, -0.94], [4.46, 2.11, 1.03], [3.55, 3.81, 2.27], [4.10, 3.74, 4.66], [2.93, 2.14, 6.16], [1.20, 0.65, 5.24], [-0.32, -0.59, 4.35], [1.10, -1.26, 3.50], [-0.51, -1.36, 2.78], [-1.29, 1.55, 3.49], [-1.60, 0.65, 1.99], [-0.68, 2.17, 1.94], [-1.71, -5.04, -2.65], [-0.63, -4.31, -1.90], [-0.39, -4.58, -0.55], [0.63, -3.96, 0.16], [0.81, -4.33, 1.60], [1.48, -3.04, -0.48], [3.08, -2.11, 0.58], [1.25, -2.77, -1.85], [2.17, -1.88, -2.66], [0.20, -3.40, -2.52], [-2.56, -5.26, -2.00], [-1.35, -5.98, -3.05], [-2.08, -4.44, -3.49], [-1.02, -5.30, -0.04], [0.06, -5.05, 1.92], [0.77, -3.45, 2.25], [1.80, -4.76, 1.77], [2.02, -0.81, -2.50], [2.03, -2.06, -3.72], [3.21, -2.06, -2.39], [0.05, -3.19, -3.58], [-4.13, -4.38, 1.22], [-3.42, -2.95, -0.12], [-4.04, -2.74, -1.34], [-3.48, -1.81, -2.20], [-2.35, -1.12, -1.80], [-1.77, -1.30, -0.61], [-2.29, -2.22, 0.20], [-4.92, -3.30, -1.62], [-3.92, -1.62, -3.17], [-1.91, -0.37, -2.45], [-1.78, -2.38, 1.15], [-6.86, 1.33, 0.99], [-5.10, 1.89, 0.10], [-4.84, 3.05, -0.59], [-3.55, 2.96, -0.99], [-2.96, 1.82, -0.61], [-3.90, 1.16, 0.05], [-5.45, 3.91, -0.81], [-3.02, 3.64, -1.51], [-3.70, 0.19, 0.47]], "mulliken_charge": [0.87, -0.94, 1.16, -1.25, 0.33, -0.51, -0.94, -0.87, -0.86, 0.75, 0.04, -0.69, -0.57, -0.74, -0.95, -0.18, -0.02, 1.39, -1.00, -0.78, 0.28, 0.27, 0.00, 0.34, 0.12, 0.39, 0.38, 0.40, 0.40, 0.59, 0.56, 0.38, 0.40, 0.36, 0.38, 0.46, -0.23, 0.31, 0.20, 0.21, -1.78, 0.52, -0.76, 1.09, -1.56, -1.01, 0.09, 1.63, -1.41, -1.10, 0.30, 0.45, 0.36, 0.39, 0.35, 0.16, 0.48, 0.12, 0.42, 0.35, 0.32, 0.13, -0.69, -0.47, -0.91, -0.47, 1.68, -0.35, 0.47, 0.51, 0.22, -0.03, 0.11, -0.86, -0.30, -0.04, 0.12, -0.16, 0.47, 0.17, 0.54], "total_charge": 0, "orbital_gap_ev": 6.2, "lumo_ev": -0.1131, "e_above_lowest_ev": 1.173, "e_homo_ev": -6.359}

***

(2)
{"formula": "C36H28BrF4N3PPtSb", "method": "wB97M-V/def2-TZVPD", "species": ["Pt", "C", "C", "C", "C", "C", "C", "N", "Sb", "C", "C", "C", "C", "C", "C", "N", "C", "C", "C", "C", "C", "C", "N", "H", "H", "H", "H", "H", "H", "H", "H", "H", "H", "H", "H", "H", "H", "H", "H", "H", "H", "F", "C", "C", "F", "C", "F", "C", "P", "C", "C", "C", "C", "C", "C", "C", "C", "C", "C", "C", "C", "C", "Br", "C", "F", "H", "H", "H", "H", "H", "H", "H", "H", "H", "H"], "xyz": [[-0.03, -0.18, 0.26], [-1.25, -2.66, 2.48], [-0.60, -3.30, 1.30], [-0.64, -4.70, 1.24], [-0.05, -5.36, 0.19], [0.59, -4.59, -0.77], [0.60, -3.21, -0.65], [0.01, -2.57, 0.36], [1.78, -2.31, -2.26], [0.20, -0.96, -2.88], [0.02, -0.85, -4.25], [-1.13, -0.25, -4.73], [-2.05, 0.21, -3.81], [-1.79, 0.09, -2.45], [-2.79, 0.57, -1.46], [-0.67, -0.48, -2.01], [2.83, -0.91, -0.96], [4.20, -0.98, -1.14], [5.02, -0.14, -0.40], [4.42, 0.75, 0.46], [3.03, 0.78, 0.58], [2.44, 1.81, 1.49], [2.26, -0.07, -0.11], [-0.84, -3.09, 3.40], [-2.32, -2.85, 2.47], [-1.07, -1.59, 2.49], [-1.14, -5.24, 2.03], [-0.08, -6.43, 0.11], [1.09, -5.06, -1.61], [0.77, -1.26, -4.92], [-1.31, -0.18, -5.79], [-2.98, 0.65, -4.14], [-3.66, -0.08, -1.45], [-3.14, 1.57, -1.73], [-2.35, 0.58, -0.46], [4.61, -1.69, -1.85], [6.09, -0.18, -0.51], [5.01, 1.43, 1.04], [3.01, 1.85, 2.42], [1.39, 1.62, 1.73], [2.53, 2.79, 1.02], [-1.89, 6.75, 1.84], [-1.82, 5.43, 1.87], [-2.48, 4.70, 2.85], [-3.20, 5.31, 3.77], [-2.37, 3.31, 2.86], [-3.05, 2.65, 3.80], [-1.63, 2.59, 1.93], [-1.49, 0.74, 2.10], [-0.66, 0.50, 3.71], [-1.21, 0.78, 4.96], [-0.46, 0.60, 6.11], [0.84, 0.13, 6.04], [1.37, -0.22, 4.80], [0.63, -0.04, 3.66], [-3.26, 0.33, 2.29], [-4.17, 0.94, 1.42], [-5.50, 0.60, 1.47], [-5.96, -0.32, 2.40], [-5.06, -0.89, 3.30], [-3.72, -0.58, 3.24], [-1.02, 3.35, 0.92], [-0.10, 2.58, -0.55], [-1.10, 4.74, 0.90], [-0.49, 5.41, -0.07], [-2.24, 1.11, 5.06], [-0.90, 0.84, 7.07], [1.42, 0.00, 6.94], [2.37, -0.63, 4.74], [1.02, -0.38, 2.69], [-3.84, 1.69, 0.71], [-6.19, 1.06, 0.79], [-7.00, -0.59, 2.43], [-5.43, -1.58, 4.05], [-3.03, -1.03, 3.94]], "mulliken_charge": [3.56, -1.48, 0.55, -0.97, -0.64, -0.76, 0.10, -0.07, 0.92, -0.03, -0.72, -0.59, -0.99, 0.64, -0.72, 0.10, 0.01, -0.81, -0.64, -0.95, 1.10, -1.36, -0.02, 0.57, 0.52, -0.42, 0.52, 0.45, 0.41, 0.43, 0.44, 0.51, 0.49, 0.51, -0.40, 0.43, 0.44, 0.52, 0.51, -0.06, 0.41, -0.24, 0.51, 0.24, -0.26, 0.32, -0.40, -0.24, -1.97, 1.76, -0.67, -0.88, -0.80, -1.34, -0.20, 1.74, -0.51, -1.13, -0.64, -0.97, -0.42, 0.52, 0.02, 0.18, -0.30, 0.49, 0.48, 0.45, 0.55, 0.61, 0.50, 0.50, 0.45, 0.47, 0.66], "total_charge": 2, "orbital_gap_ev": [6.1, 6.1], "lumo_ev": [-7.8848, -7.8634], "e_above_lowest_ev": 0.514, "e_homo_ev": [-13.976, -13.967]}

***

(3)
{"formula": "H10O5", "method": "wB97M-V/def2-TZVPD", "species": ["O", "H", "H", "O", "H", "H", "O", "H", "H", "O", "H", "H", "O", "H", "H"], "xyz": [[-3.86, -20.43, 27.15], [-4.73, -20.85, 27.12], [-3.24, -21.14, 27.07], [-3.26, -15.76, 29.64], [-4.18, -15.73, 29.37], [-2.71, -15.83, 28.89], [-4.67, -18.03, 28.28], [-4.01, -17.59, 28.78], [-4.40, -18.90, 27.97], [-4.34, -16.92, 25.80], [-4.80, -16.08, 25.90], [-4.56, -17.29, 26.70], [-5.97, -15.38, 29.44], [-6.26, -16.27, 29.53], [-6.64, -14.93, 29.90]], "nbo_charge": [-0.95, 0.48, 0.49, -0.96, 0.49, 0.47, -0.99, 0.49, 0.51, -0.97, 0.45, 0.48, -0.94, 0.48, 0.48], "total_charge": 0, "orbital_gap_ev": 11.0, "lumo_ev": 0.4269, "smiles": "O.O.O.O.O", "e_above_lowest_ev": 0.985, "e_homo_ev": -10.526}

***

(4)
{"formula": "C31H22N5PdSe", "method": "wB97M-V/def2-TZVPD", "species": ["Pd", "C", "C", "N", "C", "C", "C", "C", "C", "C", "C", "C", "C", "N", "C", "H", "H", "H", "H", "H", "H", "H", "H", "N", "C", "C", "C", "C", "C", "C", "C", "C", "C", "C", "C", "C", "C", "H", "H", "H", "H", "H", "H", "H", "H", "H", "H", "Se", "N", "C", "C", "C", "C", "C", "C", "N", "H", "H", "H", "H"], "xyz": [[0.50, -0.67, -1.05], [4.85, -1.27, -2.18], [3.45, -1.19, -2.29], [2.65, -1.40, -1.27], [3.18, -1.72, -0.07], [4.56, -1.81, 0.14], [5.40, -1.57, -0.97], [5.07, -2.13, 1.44], [4.23, -2.37, 2.47], [2.81, -2.31, 2.29], [1.90, -2.57, 3.33], [0.55, -2.52, 3.08], [0.12, -2.20, 1.78], [0.95, -1.95, 0.79], [2.28, -2.00, 1.03], [5.46, -1.09, -3.06], [2.98, -0.93, -3.23], [6.48, -1.63, -0.84], [6.14, -2.18, 1.58], [4.61, -2.61, 3.46], [2.27, -2.80, 4.32], [-0.18, -2.71, 3.85], [-0.94, -2.15, 1.55], [-1.66, -0.54, -0.94], [-2.71, -0.23, -0.33], [-4.04, -0.32, -0.98], [-5.03, 0.60, -0.64], [-6.26, 0.55, -1.28], [-6.50, -0.43, -2.23], [-5.52, -1.35, -2.56], [-4.28, -1.30, -1.94], [-2.55, 0.18, 1.10], [-3.44, -0.31, 2.06], [-3.24, -0.01, 3.39], [-2.17, 0.79, 3.78], [-1.30, 1.29, 2.82], [-1.48, 0.99, 1.48], [-4.84, 1.36, 0.11], [-7.03, 1.26, -1.02], [-7.47, -0.48, -2.72], [-5.71, -2.11, -3.30], [-3.51, -2.01, -2.18], [-4.27, -0.93, 1.75], [-3.93, -0.39, 4.14], [-2.03, 1.03, 4.82], [-0.47, 1.92, 3.12], [-0.81, 1.38, 0.73], [-0.52, 1.44, -3.68], [0.79, 1.05, -2.52], [1.33, 2.19, -2.13], [2.41, 2.31, -1.19], [2.85, 3.55, -0.88], [2.28, 4.74, -1.46], [1.26, 4.67, -2.35], [0.75, 3.37, -2.71], [-0.24, 3.18, -3.55], [2.84, 1.42, -0.77], [3.67, 3.68, -0.18], [2.68, 5.70, -1.16], [0.81, 5.54, -2.80]], "nbo_charge": [0.71, -0.25, 0.08, -0.47, 0.15, -0.08, -0.11, -0.18, -0.16, -0.10, -0.11, -0.25, 0.08, -0.48, 0.22, 0.24, 0.22, 0.23, 0.23, 0.23, 0.23, 0.24, 0.21, -0.31, 0.18, -0.05, -0.20, -0.21, -0.18, -0.21, -0.19, -0.13, -0.14, -0.22, -0.19, -0.21, -0.18, 0.23, 0.23, 0.23, 0.23, 0.22, 0.22, 0.23, 0.23, 0.22, 0.22, 1.01, -0.75, 0.21, -0.26, -0.16, -0.20, -0.18, 0.07, -0.57, 0.23, 0.22, 0.23, 0.24], "spin_multiplicity": 3, "total_charge": 1, "orbital_gap_ev": [7.2, 7.6], "lumo_ev": [-3.3508, -3.7370], "e_above_lowest_ev": 0.000, "e_homo_ev": [-10.566, -11.331]}

***

(5)
{"formula": "C3H7NS2", "method": "wB97M-V/def2-TZVPD", "species": ["C", "C", "C", "H", "H", "H", "H", "H", "H", "H", "N", "S", "S"], "xyz": [[-1.23, 1.56, 1.68], [0.32, -0.10, 0.12], [1.00, -0.46, -1.25], [-1.71, 0.65, 2.05], [-1.95, 2.35, 1.63], [-0.43, 1.78, 2.39], [0.60, 0.34, -1.98], [2.08, -0.27, -1.16], [0.88, -2.49, -1.04], [-0.22, -1.85, -2.09], [0.72, -1.77, -1.77], [-0.65, 1.27, 0.00], [0.58, -1.00, 1.43]], "nbo_charge": [-0.76, -0.36, -0.26, 0.24, 0.23, 0.24, 0.19, 0.22, 0.37, 0.36, -0.82, 0.38, -0.03], "total_charge": 0, "orbital_gap_ev": 8.6, "lumo_ev": 0.0393, "smiles": "CSC(=S)CN", "e_above_lowest_ev": 0.529, "e_homo_ev": -8.602}

***

(6)
{"formula": "C10H16", "method": "wB97M-V/def2-TZVPD", "species": ["C", "C", "C", "C", "C", "C", "C", "H", "H", "H", "H", "H", "H", "H", "H", "C", "C", "C", "H", "H", "H", "H", "H", "H", "H", "H"], "xyz": [[1.19, 1.52, 2.30], [-2.31, 1.12, 1.02], [-1.13, 1.71, 1.33], [-2.44, -0.26, 1.02], [-0.04, 0.92, 1.69], [-1.27, -1.01, 1.05], [-0.10, -0.45, 1.49], [-3.38, 1.65, 0.60], [-1.04, 2.74, 1.38], [-3.25, -0.79, 0.88], [-1.60, -2.01, 0.81], [1.76, 0.74, 2.94], [1.04, 2.43, 2.81], [0.75, -1.32, 1.29], [2.00, 1.60, 1.63], [0.54, -0.51, -1.58], [1.58, 0.13, -2.51], [0.47, -1.93, -1.79], [0.80, -0.02, -0.61], [-0.50, 0.06, -1.89], [1.23, 0.35, -3.45], [0.04, -2.37, -0.84], [-0.31, -2.26, -2.60], [2.34, -0.59, -2.73], [2.19, 0.92, -2.09], [1.44, -2.37, -2.16]], "nbo_charge": [-0.63, -0.18, -0.24, -0.22, -0.03, -0.22, -0.22, 0.21, 0.21, 0.19, 0.22, 0.22, 0.22, 0.23, 0.22, -0.42, -0.60, -0.63, 0.23, 0.20, 0.20, 0.21, 0.21, 0.19, 0.20, 0.21], "total_charge": 0, "orbital_gap_ev": 9.8, "lumo_ev": 0.9445, "smiles": "Cc1ccccc1.CCC", "e_above_lowest_ev": 3.539, "e_homo_ev": -8.875}

***

(7)
{"formula": "C21H18Cl2N2O5Re", "method": "wB97M-V/def2-TZVPD", "species": ["Re", "O", "C", "O", "C", "C", "C", "C", "C", "N", "H", "H", "H", "H", "Cl", "C", "C", "C", "Cl", "C", "O", "C", "C", "O", "C", "H", "H", "H", "O", "C", "C", "C", "C", "C", "C", "C", "C", "N", "H", "H", "H", "H", "H", "H", "H", "H", "H", "H", "H"], "xyz": [[-0.07, -0.60, -0.02], [-2.00, -3.70, -1.56], [-1.18, -3.00, -1.07], [-1.26, -1.62, -1.10], [0.04, -3.49, -0.35], [0.39, -4.82, -0.32], [1.55, -5.19, 0.36], [2.29, -4.20, 0.99], [1.87, -2.89, 0.93], [0.76, -2.54, 0.27], [-0.24, -5.54, -0.84], [1.86, -6.22, 0.40], [3.20, -4.45, 1.53], [2.42, -2.09, 1.41], [5.00, 4.45, -1.23], [3.93, 3.11, -1.15], [3.72, 2.34, -2.29], [2.87, 1.25, -2.27], [2.62, 0.29, -3.66], [2.18, 0.94, -1.09], [1.41, -0.16, -1.06], [2.38, 1.72, 0.06], [1.77, 1.38, 1.29], [0.93, 0.45, 1.45], [3.28, 2.81, 0.02], [4.24, 2.59, -3.21], [2.08, 1.91, 2.19], [3.45, 3.40, 0.91], [-1.29, -1.18, 1.62], [-2.72, -0.81, 1.71], [-2.90, 0.54, 2.36], [-1.98, 1.64, 1.81], [-2.07, 1.83, 0.33], [-2.91, 2.82, -0.19], [-3.02, 3.00, -1.55], [-2.28, 2.19, -2.40], [-1.48, 1.22, -1.84], [-1.36, 1.04, -0.51], [-0.90, -1.31, 2.49], [-3.22, -1.60, 2.26], [-3.06, -0.83, 0.67], [-2.74, 0.47, 3.44], [-3.95, 0.83, 2.22], [-0.96, 1.44, 2.11], [-2.27, 2.58, 2.29], [-3.47, 3.43, 0.50], [-3.67, 3.77, -1.95], [-2.34, 2.29, -3.48], [-0.91, 0.55, -2.47]], "nbo_charge": [1.74, -0.45, 0.75, -0.66, 0.08, -0.16, -0.11, -0.20, 0.06, -0.48, 0.27, 0.26, 0.26, 0.22, 0.10, -0.05, -0.14, -0.10, 0.09, 0.39, -0.59, -0.26, 0.45, -0.61, -0.14, 0.27, 0.20, 0.25, -0.72, -0.07, -0.43, -0.46, 0.26, -0.23, -0.08, -0.23, 0.08, -0.52, 0.53, 0.23, 0.22, 0.24, 0.25, 0.23, 0.26, 0.25, 0.26, 0.26, 0.23], "spin_multiplicity": 2, "total_charge": 2, "orbital_gap_ev": [7.0, 7.3], "lumo_ev": [-7.6618, -7.5024], "e_above_lowest_ev": 0.000, "e_homo_ev": [-14.637, -14.776]}

***

(8)
{"formula": "C22H35ClMgO2P2", "method": "wB97M-V/def2-TZVPD", "species": ["P", "P", "C", "C", "H", "H", "H", "H", "C", "H", "H", "H", "C", "H", "H", "H", "C", "H", "H", "H", "C", "H", "H", "H", "Mg", "C", "C", "C", "C", "C", "C", "C", "C", "C", "H", "H", "H", "H", "H", "H", "H", "H", "H", "H", "H", "H", "H", "H", "H", "Cl", "C", "C", "C", "C", "C", "C", "C", "O", "O", "H", "H", "H", "H"], "xyz": [[0.19, -1.89, 0.34], [0.08, 1.14, 0.39], [0.01, -1.06, -1.32], [0.45, 0.40, -1.27], [-1.04, -1.15, -1.59], [0.60, -1.63, -2.04], [1.53, 0.50, -1.44], [-0.05, 0.97, -2.05], [-1.55, 1.90, 0.06], [-1.81, 2.54, 0.91], [-2.31, 1.12, -0.05], [-1.51, 2.51, -0.86], [1.18, 2.58, 0.54], [1.08, 3.26, -0.33], [2.22, 2.24, 0.62], [0.92, 3.12, 1.46], [-0.81, -3.39, 0.17], [-0.57, -4.05, 1.02], [-0.58, -3.91, -0.76], [-1.87, -3.13, 0.21], [1.91, -2.49, 0.21], [2.60, -1.63, 0.27], [2.03, -3.00, -0.76], [2.12, -3.18, 1.03], [-0.46, -0.42, 2.41], [0.70, 1.26, -4.74], [-0.62, 1.31, -4.52], [-1.65, 0.59, -5.33], [-1.24, -0.80, -5.87], [-0.55, -1.69, -4.87], [0.76, -1.75, -4.62], [1.82, -0.97, -5.32], [1.42, 0.45, -5.78], [0.28, -2.28, 3.18], [1.38, 1.93, -4.18], [-1.02, 2.03, -3.81], [-1.96, 1.20, -6.19], [-2.55, 0.45, -4.71], [-2.17, -1.31, -6.16], [-0.65, -0.68, -6.79], [-1.24, -2.40, -4.38], [1.14, -2.53, -3.94], [2.16, -1.52, -6.21], [2.69, -0.89, -4.67], [2.37, 0.98, -6.00], [0.87, 0.40, -6.73], [0.98, -1.73, 3.83], [0.81, -3.12, 2.72], [-0.55, -2.66, 3.79], [-0.38, 2.45, 10.22], [-0.46, 2.07, 8.55], [-1.58, 1.43, 8.02], [-1.64, 1.10, 6.67], [-0.58, 1.42, 5.83], [0.54, 2.10, 6.33], [0.60, 2.42, 7.70], [-0.63, 0.93, 4.41], [-1.69, 0.32, 3.96], [0.41, 1.01, 3.66], [-2.41, 1.20, 8.68], [-2.53, 0.61, 6.29], [1.36, 2.39, 5.68], [1.44, 2.95, 8.13]], "nbo_charge": [0.78, 0.74, -0.74, -0.72, 0.22, 0.23, 0.23, 0.25, -0.94, 0.25, 0.23, 0.22, -0.94, 0.22, 0.24, 0.26, -0.96, 0.26, 0.22, 0.24, -0.94, 0.24, 0.22, 0.25, 1.68, -0.19, -0.18, -0.44, -0.45, -0.18, -0.18, -0.44, -0.44, -1.41, 0.20, 0.20, 0.22, 0.21, 0.22, 0.21, 0.20, 0.20, 0.22, 0.21, 0.22, 0.21, 0.20, 0.18, 0.21, 0.02, -0.02, -0.24, -0.15, -0.17, -0.15, -0.24, 0.76, -0.82, -0.81, 0.22, 0.24, 0.24, 0.23], "total_charge": 0, "orbital_gap_ev": 6.7, "lumo_ev": 0.3679, "e_above_lowest_ev": 0.000, "e_homo_ev": -6.380}

***

One value per record, in order, for calculated total energy: -67967.91396 -142226.26200 -10399.86453 -108774.68555 -26384.64649 -10626.20448 -62448.81162 -64021.99294 eV.